Run a
The following is a DFT calculation (ωB97M-V/def2-TZVPD) of a 2-piece molecular cluster, C5H11NO3 overall.

The value obtained for the gap between HOMO and LUMO is 8.59 eV. Its structure (SMILES) is COC(=O)O.C=CNC. The LUMO energy comes out at 0.600 eV.

Cartesian coordinates (Å):
C: -1.74 0.75 1.34
O: -1.29 1.65 0.33
C: -1.40 1.21 -0.94
O: -1.92 0.18 -1.35
O: -0.81 2.08 -1.77
H: -2.70 1.10 1.73
H: -1.84 -0.28 0.99
H: -1.01 0.76 2.15
H: -0.92 1.67 -2.65
C: 2.02 -0.13 1.37
C: 1.72 0.13 0.10
N: 1.25 -0.73 -0.86
C: 0.52 -1.96 -0.60
H: 1.94 -1.13 1.79
H: 2.38 0.66 2.02
H: 1.84 1.15 -0.28
H: 0.97 -0.27 -1.72
H: 1.20 -2.75 -0.27
H: 0.03 -2.29 -1.52
H: -0.25 -1.81 0.15


Run b
The following is a DFT calculation (ωB97M-V/def2-TZVPD) of one molecule with the formula C5H11NO3.

The value obtained for the gap between HOMO and LUMO is 10.03 eV. Its structure (SMILES) is CO[C@@](C)(O)/N=C(/C)O. The LUMO energy comes out at 0.524 eV.

Cartesian coordinates (Å):
C: -2.28 1.43 -0.11
O: -2.22 0.01 -0.13
C: -0.63 -0.76 -0.18
C: -0.75 -1.80 0.91
O: -0.88 -1.12 -1.43
N: 0.32 0.25 0.03
C: 1.55 0.07 -0.14
C: 2.54 1.18 0.03
O: 2.06 -1.15 -0.49
H: -1.68 1.86 -0.92
H: -3.32 1.74 -0.22
H: -1.90 1.80 0.84
H: -0.74 -1.33 1.90
H: 0.11 -2.47 0.82
H: -1.66 -2.37 0.78
H: -1.93 -0.61 -1.25
H: 2.03 2.09 0.31
H: 3.28 0.92 0.80
H: 3.08 1.35 -0.91
H: 3.01 -1.09 -0.64


Stability summary - winner: run a; margin: 33.6 kcal/mol.


Run a
The following is a DFT calculation (ωB97M-V/def2-TZVPD) of a 3-piece molecular cluster, C4H16NO2S overall.

The value obtained for the gap between HOMO and LUMO is 8.65 eV. The LUMO energy comes out at -3.063 eV. The net charge is +1.

Cartesian coordinates (Å):
C: 0.19 0.66 1.61
C: 1.46 -0.08 1.22
C: 1.53 -0.81 -0.10
S: 0.58 -2.34 -0.12
C: -0.79 -2.08 -1.26
N: -0.40 1.48 0.51
H: -0.58 0.07 2.09
H: 0.46 1.39 2.37
H: 1.71 -0.71 2.08
H: 2.31 0.59 1.39
H: 2.57 -1.07 -0.25
H: 1.34 -0.17 -0.96
H: -0.44 -1.86 -2.27
H: -1.45 -1.28 -0.93
H: -1.34 -3.01 -1.30
H: -0.17 1.31 -0.47
H: -1.44 1.43 0.44
H: -0.15 2.47 0.61
H: -3.34 -0.22 0.43
H: -3.61 0.94 -0.54
O: -2.91 0.53 -0.02
H: 1.40 3.67 -0.77
H: 0.66 3.55 -2.10
O: 0.52 3.52 -1.15


Run b
The following is a DFT calculation (ωB97M-V/def2-TZVPD) of a 3-piece molecular cluster, C4H16NO2S overall.

The value obtained for the gap between HOMO and LUMO is 9.40 eV. The LUMO energy comes out at -3.109 eV. The net charge is +1.

Cartesian coordinates (Å):
C: 0.80 2.10 -0.90
C: 0.00 0.96 -0.49
C: -0.84 0.28 -1.65
C: -1.76 -0.78 -1.19
S: -2.13 -1.05 0.57
N: 0.92 -0.10 0.19
H: 1.44 1.84 -1.66
H: 1.32 2.68 -0.06
H: 0.00 2.75 -1.24
H: -0.59 1.27 0.41
H: -1.30 1.04 -2.27
H: -0.02 0.06 -2.43
H: -1.60 -1.79 -1.68
H: -2.86 -0.52 -1.55
H: -1.59 -2.22 0.80
H: 0.47 -0.51 1.04
H: 1.84 0.37 0.59
H: 1.20 -0.78 -0.56
H: 1.24 -3.37 0.42
H: 1.81 -2.39 1.42
O: 1.22 -2.42 0.62
H: 0.10 0.21 3.71
H: 0.32 1.67 3.05
O: 0.03 0.69 2.87


Stability summary - winner: run a; margin: 26.1 kcal/mol.


Run a
The following is a DFT calculation (ωB97M-V/def2-TZVPD) of C22H24Br2N2PtSi as an isolated structure.

The value obtained for the gap between HOMO and LUMO is 6.48 eV. The LUMO energy comes out at -1.196 eV.

Cartesian coordinates (Å):
Pt: -0.32 -0.43 0.43
Br: 5.68 -0.53 -3.94
C: 4.50 -0.61 -2.47
C: 3.13 -0.69 -2.68
C: 2.27 -0.74 -1.60
C: 2.78 -0.73 -0.30
C: 4.15 -0.67 -0.10
C: 5.01 -0.60 -1.18
N: 1.82 -0.83 0.75
C: 2.17 -1.17 1.93
C: 1.17 -1.48 2.94
C: 1.51 -1.54 4.29
C: 0.51 -1.82 5.21
C: -0.78 -2.04 4.76
C: -1.03 -1.98 3.40
N: -0.08 -1.72 2.51
H: 2.74 -0.70 -3.69
H: 1.20 -0.80 -1.73
H: 4.59 -0.66 0.89
H: 6.08 -0.55 -1.03
H: 3.21 -1.29 2.22
H: 2.53 -1.36 4.60
H: 0.75 -1.87 6.27
H: -1.58 -2.25 5.45
H: -2.02 -2.14 3.00
C: -4.83 -0.43 -1.55
Si: -2.94 -0.34 -1.53
C: -2.43 1.19 -2.50
C: -2.29 -1.87 -2.43
C: -2.35 -0.34 0.24
H: -5.23 -0.37 -2.57
H: -5.27 0.39 -0.97
H: -5.19 -1.37 -1.11
H: -3.08 1.31 -3.37
H: -1.40 1.11 -2.85
H: -2.50 2.09 -1.90
H: -2.18 -1.68 -3.50
H: -2.95 -2.73 -2.32
H: -1.31 -2.16 -2.05
H: -2.72 -1.26 0.72
H: -2.79 0.49 0.79
Br: 0.23 6.14 -0.64
C: 0.06 4.26 -0.41
C: 0.68 3.40 -1.29
C: 0.54 2.03 -1.11
C: -0.20 1.49 -0.06
C: -0.82 2.40 0.80
C: -0.69 3.77 0.65
H: 1.26 3.79 -2.11
H: 1.04 1.39 -1.82
H: -1.42 2.04 1.63
H: -1.18 4.45 1.33


Run b
The following is a DFT calculation (ωB97M-V/def2-TZVPD) of C22H24Br2N2PtSi as an isolated structure.

The value obtained for the gap between HOMO and LUMO is 6.36 eV. The LUMO energy comes out at -1.082 eV.

Cartesian coordinates (Å):
Pt: -0.13 -0.16 -0.17
Br: 6.62 2.75 2.35
C: 4.97 2.57 1.44
C: 4.64 3.50 0.46
C: 3.44 3.36 -0.22
C: 2.59 2.30 0.07
C: 2.93 1.39 1.06
C: 4.13 1.52 1.75
N: 1.34 2.06 -0.56
C: 0.85 2.83 -1.44
C: -0.48 2.53 -2.04
C: -0.99 3.40 -2.99
C: -2.24 3.13 -3.54
C: -2.93 2.02 -3.11
C: -2.35 1.21 -2.14
N: -1.15 1.45 -1.62
H: 5.30 4.32 0.24
H: 3.19 4.10 -0.98
H: 2.23 0.59 1.28
H: 4.40 0.81 2.52
H: 1.34 3.73 -1.81
H: -0.41 4.26 -3.29
H: -2.66 3.78 -4.30
H: -3.90 1.76 -3.51
H: -2.85 0.33 -1.76
C: -0.55 -4.11 1.66
Si: -1.46 -2.48 1.88
C: -2.10 -2.44 3.65
C: -2.95 -2.37 0.73
C: -0.29 -1.03 1.66
H: -1.18 -4.86 1.17
H: -0.25 -4.51 2.63
H: 0.35 -4.00 1.05
H: -2.73 -3.32 3.86
H: -2.70 -1.55 3.84
H: -1.27 -2.45 4.36
H: -3.10 -3.29 0.17
H: -2.80 -1.55 0.02
H: -3.87 -2.17 1.29
H: 0.68 -1.31 2.08
H: -0.66 -0.17 2.24
Br: 2.66 -5.75 -2.42
C: 1.85 -4.18 -1.71
C: 2.60 -3.31 -0.95
C: 2.01 -2.16 -0.43
C: 0.66 -1.87 -0.67
C: -0.07 -2.79 -1.43
C: 0.51 -3.93 -1.96
H: 3.65 -3.51 -0.76
H: 2.61 -1.49 0.16
H: -1.13 -2.61 -1.61
H: -0.07 -4.63 -2.55


Stability summary - winner: run a; margin: 19.3 kcal/mol.


Run a
The following is a DFT calculation (ωB97M-V/def2-TZVPD) of an isolated ion of composition C10H19N2 and charge +1.

The value obtained for the gap between HOMO and LUMO is 11.04 eV. Its structure (SMILES) is C[C@@H]1C2=[NH+]CCCN2CC1(C)C. The LUMO energy comes out at -2.754 eV. The net charge is +1.

Cartesian coordinates (Å):
C: 2.11 1.18 0.16
C: 0.59 1.22 -0.06
C: -0.15 0.28 0.87
N: -0.35 0.48 2.16
C: -1.12 -0.58 2.95
C: -0.81 -2.00 2.38
C: -1.07 -2.02 0.96
N: -0.50 -0.87 0.32
C: -0.17 -0.91 -1.09
C: 0.09 0.58 -1.42
C: 1.17 0.75 -2.50
C: -1.21 1.12 -1.99
H: 2.76 0.31 0.16
H: 2.32 1.71 1.00
H: 2.57 1.72 -0.67
H: 0.28 2.31 -0.05
H: -0.38 1.38 2.66
H: -2.24 -0.50 2.89
H: -0.90 -0.56 3.97
H: -1.42 -2.61 2.91
H: 0.18 -2.27 2.73
H: -0.69 -3.02 0.52
H: -2.20 -2.27 0.86
H: -1.12 -1.30 -1.61
H: 0.66 -1.53 -1.41
H: 0.93 1.57 -3.07
H: 1.09 -0.09 -3.14
H: 2.13 0.75 -2.15
H: -1.16 2.13 -2.06
H: -2.01 1.13 -1.34
H: -1.50 0.79 -2.98


Run b
The following is a DFT calculation (ωB97M-V/def2-TZVPD) of C10H19N2 as an isolated structure.

The value obtained for the gap between HOMO and LUMO is 9.20 eV. The LUMO energy comes out at -3.411 eV. The net charge is +1.

Cartesian coordinates (Å):
C: 1.99 1.63 0.04
C: -2.89 -0.31 0.82
C: 1.40 -0.21 1.14
C: 0.39 0.13 0.02
C: -1.52 0.32 0.04
C: -1.38 1.67 0.70
C: -1.91 0.41 -1.49
C: 2.37 -1.18 -1.16
C: 0.51 -2.37 0.26
C: 1.27 -1.14 -0.10
N: 2.29 0.90 1.12
N: 0.96 1.22 -0.68
H: 2.63 2.51 -0.13
H: -2.84 -1.48 0.74
H: -3.64 -0.07 0.12
H: 1.13 -0.60 2.10
H: -2.44 1.96 0.51
H: -0.67 2.25 0.19
H: -1.29 1.66 1.81
H: -1.54 -0.58 -1.81
H: -1.58 1.23 -2.09
H: -2.94 0.52 -1.50
H: 3.27 -0.63 -0.80
H: 2.05 -0.83 -2.13
H: 2.76 -2.17 -1.25
H: 1.32 -3.08 0.80
H: 0.30 -2.85 -0.70
H: -0.27 -2.16 0.96
H: -2.93 0.13 1.84
H: 2.70 1.31 1.97
H: 0.51 1.79 -1.33


Stability summary - winner: run a; margin: 80.6 kcal/mol.


Run a
The following is a DFT calculation (ωB97M-V/def2-TZVPD) of a 9-piece molecular cluster, H20NO8 overall.

The value obtained for the gap between HOMO and LUMO is 10.80 eV. The LUMO energy comes out at -2.943 eV. The net charge is +1.

Cartesian coordinates (Å):
N: 2.36 1.11 16.97
H: 2.81 0.82 16.10
H: 2.68 0.63 17.82
H: 1.35 0.93 16.90
H: 2.43 2.14 17.08
O: 1.91 -0.68 14.75
H: 1.10 -0.74 15.27
H: 1.63 -0.83 13.84
O: 2.73 3.91 17.33
H: 2.44 4.40 18.11
H: 3.65 4.19 17.17
O: 4.81 -0.16 16.03
H: 5.71 -0.47 16.18
H: 4.56 -0.54 15.17
O: 4.93 3.02 15.22
H: 4.61 2.19 14.86
H: 5.88 2.90 15.32
O: 2.40 -0.16 19.52
H: 3.25 -0.49 19.85
H: 1.74 -0.57 20.09
O: 2.02 2.17 21.36
H: 2.35 1.65 22.10
H: 2.40 1.75 20.58
O: -0.26 -0.25 16.85
H: -1.15 -0.08 16.51
H: -0.39 -0.72 17.68
O: 4.95 1.16 19.89
H: 5.33 0.53 19.26
H: 5.51 1.94 19.81


Run b
The following is a DFT calculation (ωB97M-V/def2-TZVPD) of a 9-piece molecular cluster, H20NO8 overall.

The value obtained for the gap between HOMO and LUMO is 10.52 eV. The LUMO energy comes out at -3.354 eV. The net charge is +1.

Cartesian coordinates (Å):
N: 0.20 -0.38 0.24
H: -0.10 -1.20 -0.50
H: 1.21 -0.28 0.27
H: 0.03 -0.68 1.25
H: -0.14 0.64 -0.03
O: -0.45 3.55 -1.56
H: -0.11 4.26 -2.12
H: -0.15 2.80 -1.98
O: 0.07 -3.35 0.43
H: -0.60 -3.56 -0.26
H: 0.97 -3.68 0.28
O: -0.18 -1.85 -2.74
H: 0.37 -1.77 -3.47
H: 0.18 -2.79 -2.48
O: -3.31 0.52 -0.81
H: -4.32 0.18 -0.68
H: -2.99 0.04 -0.03
O: 2.15 2.24 0.83
H: 2.04 3.29 0.59
H: 2.92 1.80 0.48
O: 0.60 1.10 -2.28
H: 1.39 1.42 -2.59
H: 0.52 0.63 -3.17
O: -1.17 -0.43 3.69
H: -1.73 -1.03 3.20
H: -1.73 0.20 3.71
O: 1.53 -0.94 3.11
H: 2.08 -0.11 3.12
H: 0.71 -0.59 3.51


Stability summary - winner: run a; margin: 83.4 kcal/mol.


Run a
The following is a DFT calculation (ωB97M-V/def2-TZVPD) of a 2-piece molecular cluster, C3H7IN3 overall.

The value obtained for the gap between HOMO and LUMO is 10.15 eV. The LUMO energy comes out at -3.534 eV. The net charge is +1.

Cartesian coordinates (Å):
C: -1.23 -0.83 -0.12
C: 0.50 0.43 -0.21
C: 2.17 -1.51 0.14
N: -0.19 -1.61 0.00
N: -0.82 0.45 -0.17
N: 0.93 -0.80 -0.06
I: -2.77 3.23 0.09
H: -2.21 -1.17 -0.05
H: 1.24 1.20 -0.23
H: 3.11 -1.11 -0.11
H: 2.23 -1.77 1.18
H: 2.13 -2.45 -0.39
H: -1.30 1.37 -0.35
H: -3.79 4.56 0.31


Run b
The following is a DFT calculation (ωB97M-V/def2-TZVPD) of a 2-piece molecular cluster, C3H7IN3 overall.

The value obtained for the gap between HOMO and LUMO is 5.75 eV. The LUMO energy comes out at -6.271 eV. The net charge is +1.

Cartesian coordinates (Å):
C: -0.42 2.65 -3.27
C: 0.26 0.79 -1.89
C: -0.17 -0.97 2.80
N: 0.08 1.57 -2.83
N: 0.46 0.01 -1.04
N: -0.20 -1.95 1.73
I: 1.59 -2.60 0.99
H: -1.04 3.31 -2.67
H: -0.22 2.90 -4.30
H: 0.95 -0.82 -0.71
H: 0.47 -0.14 2.50
H: -1.19 -0.61 2.94
H: 0.19 -1.36 3.76
H: -0.75 -2.76 2.00


Stability summary - winner: run a; margin: 51.8 kcal/mol.


Run a
The following is a DFT calculation (ωB97M-V/def2-TZVPD) of a 9-piece molecular cluster, C16H48ClO12 overall.

The value obtained for the gap between HOMO and LUMO is 10.13 eV. The LUMO energy comes out at 2.727 eV. The net charge is -1.

Cartesian coordinates (Å):
Cl: 0.50 0.13 -1.95
O: -0.33 -0.76 -2.78
O: 1.49 0.96 -2.69
O: -0.46 1.07 -1.37
O: 1.13 -0.68 -0.92
C: -3.18 4.83 -3.44
C: -1.93 4.39 -2.75
O: -2.06 3.01 -2.36
H: -3.49 4.15 -4.24
H: -2.99 5.81 -3.81
H: -4.00 4.80 -2.75
H: -1.88 4.94 -1.78
H: -1.03 4.67 -3.31
H: -1.34 2.56 -1.91
C: -3.40 0.31 -4.23
C: -3.86 0.60 -2.76
O: -4.70 1.75 -2.79
H: -4.29 0.20 -4.84
H: -2.76 -0.54 -4.14
H: -2.77 1.10 -4.67
H: -2.92 0.78 -2.21
H: -4.52 -0.20 -2.43
H: -4.09 2.47 -3.02
C: -4.55 3.20 1.69
C: -4.54 1.83 0.98
O: -5.61 1.62 0.00
H: -3.47 3.42 1.88
H: -5.13 3.36 2.61
H: -4.86 3.98 1.04
H: -4.62 1.02 1.70
H: -3.57 1.69 0.52
H: -5.28 1.84 -0.93
C: 5.06 -0.94 2.31
C: 3.98 -1.99 2.14
O: 3.10 -2.11 3.23
H: 5.56 -1.08 3.26
H: 4.75 0.12 2.25
H: 5.73 -1.04 1.49
H: 4.53 -2.97 2.11
H: 3.43 -2.03 1.18
H: 2.93 -1.17 3.42
C: 0.51 -3.91 1.88
C: 1.01 -4.88 2.87
O: 0.77 -4.54 4.25
H: 0.92 -2.94 2.13
H: -0.59 -3.76 1.89
H: 0.73 -4.08 0.82
H: 2.09 -4.91 2.65
H: 0.57 -5.91 2.75
H: 1.40 -3.85 4.43
C: 1.32 -4.71 -4.31
C: 1.13 -3.25 -3.91
O: 0.78 -3.43 -2.58
H: 2.22 -5.17 -4.03
H: 1.23 -4.86 -5.40
H: 0.50 -5.33 -3.84
H: 0.21 -2.89 -4.44
H: 2.06 -2.64 -4.03
H: 0.42 -2.68 -2.15
C: 3.68 1.25 -0.17
C: 2.51 2.19 0.24
O: 1.72 1.58 1.27
H: 4.08 1.43 -1.15
H: 3.37 0.17 -0.22
H: 4.62 1.27 0.42
H: 1.85 2.39 -0.59
H: 2.95 3.09 0.67
H: 1.31 0.84 0.79
C: 1.44 0.28 6.12
C: 1.07 0.57 4.65
O: 2.21 0.75 3.97
H: 0.54 -0.11 6.63
H: 1.90 1.17 6.60
H: 2.11 -0.60 6.15
H: 0.35 1.44 4.57
H: 0.56 -0.27 4.22
H: 1.95 1.19 3.12


Run b
The following is a DFT calculation (ωB97M-V/def2-TZVPD) of a 9-piece molecular cluster, C16H48ClO12 overall.

The value obtained for the gap between HOMO and LUMO is 9.66 eV. The LUMO energy comes out at 2.497 eV. The net charge is -1.

Cartesian coordinates (Å):
Cl: -0.67 0.30 0.25
O: -1.26 0.28 1.56
O: -1.45 -0.52 -0.65
O: -0.57 1.63 -0.27
O: 0.64 -0.29 0.38
C: -6.23 0.50 -0.66
C: -4.80 0.16 -1.04
O: -4.33 -0.86 -0.15
H: -6.25 0.97 0.32
H: -6.91 -0.35 -0.67
H: -6.66 1.21 -1.39
H: -4.20 1.07 -0.96
H: -4.81 -0.24 -2.06
H: -3.37 -0.70 -0.11
C: 2.24 -1.77 -2.45
C: 3.39 -1.45 -3.39
O: 4.54 -1.09 -2.64
H: 2.10 -0.87 -1.84
H: 2.48 -2.59 -1.78
H: 1.28 -1.96 -2.94
H: 3.14 -0.69 -4.14
H: 3.69 -2.33 -3.98
H: 4.60 -0.14 -2.53
C: -0.19 -5.31 -0.77
C: -0.35 -3.81 -0.73
O: 0.38 -3.29 0.39
H: -0.66 -5.72 0.13
H: 0.85 -5.62 -0.76
H: -0.67 -5.70 -1.67
H: -1.39 -3.50 -0.63
H: 0.03 -3.33 -1.63
H: 0.46 -2.33 0.28
C: 1.97 0.81 4.74
C: 0.98 1.51 3.84
O: 0.46 2.67 4.54
H: 2.76 1.51 5.02
H: 2.37 -0.06 4.22
H: 1.45 0.44 5.63
H: 0.11 0.86 3.69
H: 1.41 1.80 2.88
H: 0.23 3.32 3.87
C: -2.85 3.12 -4.46
C: -2.42 2.37 -3.22
O: -2.51 3.21 -2.08
H: -3.85 3.52 -4.32
H: -2.79 2.45 -5.32
H: -2.16 3.94 -4.66
H: -1.41 1.95 -3.36
H: -3.02 1.46 -3.09
H: -1.79 2.94 -1.49
C: 0.03 5.20 -1.99
C: -1.09 6.22 -1.91
O: -0.80 7.35 -2.74
H: 0.26 4.93 -3.02
H: -0.13 4.32 -1.38
H: 0.98 5.59 -1.60
H: -1.13 6.54 -0.86
H: -2.06 5.76 -2.11
H: -0.15 7.89 -2.29
C: 5.22 -2.29 1.09
C: 3.74 -2.42 1.36
O: 3.54 -2.68 2.73
H: 5.39 -1.90 0.08
H: 5.81 -3.17 1.32
H: 5.60 -1.48 1.74
H: 3.35 -3.24 0.73
H: 3.20 -1.53 1.01
H: 2.61 -2.95 2.88
C: -0.03 -2.14 4.87
C: 0.24 -2.31 3.39
O: 0.87 -3.57 3.11
H: -0.75 -2.89 5.22
H: -0.48 -1.16 5.04
H: 0.92 -2.13 5.42
H: 0.86 -1.47 3.07
H: -0.70 -2.28 2.83
H: 0.72 -3.66 2.14


Stability summary - winner: run b; margin: 35.5 kcal/mol.